# 1
C20H42NOP3Tm as an isolated structure. Source: the OMol25 dataset; level of theory: ωB97M-V/def2-TZVPD.

Output
- largest force on an atom (eV/A) = 3.6
- LUMO level (alpha / beta) (eV) = -10.83 / -10.82
- total charge = +3
- ΔE to the lowest compared entry with this formula, charge and spin (eV) = 2.329
- gap between HOMO and LUMO (alpha / beta) (eV) = 5.067 / 5.089
- multiplicity = 3

Geometry as XYZ:
```
68
Properties=species:S:1:pos:R:3:forces:R:3
Tm 0.0039 0.3108 0.2871 0.845 -1.776 -1.670
P 0.6744 3.2039 1.3025 -0.724 -0.542 1.137
P -2.4155 1.0996 -0.8217 -1.576 0.371 -0.476
P 1.6973 -1.6923 1.3392 0.884 -1.074 0.474
H -1.3998 -1.6513 -3.9377 0.001 -0.029 -0.097
C -0.8314 -2.5496 -3.7292 -0.003 -1.095 0.738
C -1.2306 -3.4328 -2.7906 0.388 0.973 -0.485
H -2.1371 -3.2496 -2.2016 0.282 -0.166 -0.249
C 0.8970 4.1761 -0.2205 0.087 -1.342 -0.659
C -0.7067 3.6585 2.3451 -0.070 0.206 0.301
C 2.1613 2.9346 2.2391 0.087 0.032 -0.128
C -3.2693 -0.2912 -1.6483 0.229 -0.276 -0.300
C -3.6874 1.5889 0.4007 0.097 0.099 0.301
C -2.6058 2.4322 -2.0561 0.448 0.139 -0.124
C 1.1746 -3.3482 0.7431 -0.443 0.069 -0.472
C 1.8003 -1.9632 3.1457 -0.235 0.336 0.337
C 3.4698 -1.6254 0.8762 0.045 0.489 -0.468
H 0.0564 -2.7271 -4.3496 -0.423 0.081 0.295
H -0.6649 -4.3386 -2.5631 -0.235 0.206 -0.202
H 1.9920 4.2246 -0.4246 -0.780 0.031 0.135
H 0.4592 5.1735 -0.0872 -0.023 -0.231 0.105
H 0.3939 3.6222 -1.0601 0.375 0.761 0.530
H -0.2720 4.2505 3.1373 -0.370 0.539 0.392
H -1.1766 2.7610 2.7726 0.303 0.315 -0.008
H -1.4733 4.1865 1.7916 -0.070 0.402 -0.036
H 2.1615 3.7649 2.9559 0.637 -0.192 0.038
H 3.0197 2.9264 1.5547 -0.012 0.225 0.370
H 2.1045 1.9590 2.7433 0.037 0.443 0.104
H -4.0791 0.0940 -2.2894 0.274 -0.065 0.294
H -3.7006 -0.9622 -0.9024 0.042 0.036 -0.062
H -2.5724 -0.8673 -2.2720 -0.188 0.169 0.142
H -4.5602 2.0090 -0.1147 0.168 -0.143 0.161
H -3.2810 2.3472 1.0819 -0.242 -0.071 -0.078
H -4.0055 0.7239 0.9958 0.060 0.228 -0.117
H -3.6723 2.6401 -2.2286 0.350 -0.111 0.070
H -2.1365 2.1307 -3.0032 -0.097 0.146 0.240
H -2.1160 3.3452 -1.6913 -0.190 -0.084 -0.210
H 2.0332 -4.0266 0.6409 -0.227 0.263 0.130
H 0.6830 -3.2538 -0.2358 0.171 -0.145 0.156
H 0.4519 -3.7833 1.4446 0.168 0.106 -0.168
H 2.8180 -2.2321 3.4561 -0.301 -0.031 -0.120
H 1.1003 -2.7466 3.4612 0.196 0.210 -0.031
H 1.5207 -1.0298 3.6501 0.130 -0.253 0.164
H 3.8869 -2.6324 0.7273 -0.190 0.326 0.190
H 4.0313 -1.1006 1.6586 -0.080 -0.140 -0.169
H 3.5799 -1.0622 -0.0596 0.120 -0.192 0.111
C 1.8631 0.2621 -2.1968 0.182 0.868 0.019
C 2.4792 1.5569 -2.2602 0.147 -3.467 -0.976
C 3.6336 1.6110 -3.0611 0.885 1.431 -0.200
C 4.1914 0.5015 -3.6952 -2.174 -1.256 1.112
C 3.5183 -0.7641 -3.5583 1.817 0.821 -1.060
C 2.3558 -0.8418 -2.8559 0.041 -0.471 0.217
O 0.7485 -0.0597 -1.4671 -0.369 1.372 0.461
H 0.1196 1.8457 1.4859 0.827 1.601 -1.016
H 2.0903 2.4003 -1.7691 -0.504 0.939 0.386
H 4.1367 2.6124 -3.2061 -0.589 -1.263 0.240
H 5.0736 0.5750 -4.2709 0.740 0.151 -0.478
H 3.9308 -1.6764 -4.0239 -0.183 0.709 0.187
H 1.8026 -1.7731 -2.7198 0.231 0.228 -0.198
C -2.8700 -2.8509 3.9620 0.575 -0.097 0.277
C -3.3296 -2.2446 2.6259 -0.860 -0.425 0.333
C -2.2963 -1.5156 1.9109 -0.152 -0.276 0.031
N -1.4687 -0.9595 1.3317 -1.081 -0.773 0.807
H -2.2024 -3.6934 3.7859 0.022 0.021 0.007
H -3.7029 -3.2217 4.5664 -0.049 0.177 -0.413
H -2.3392 -2.1156 4.5647 -0.021 0.030 0.037
H -3.7124 -3.0494 1.9812 0.242 0.237 -0.141
H -4.1991 -1.5963 2.8064 0.329 0.199 -0.218
```
Forces are in eV/Å.

---

# 2
C45H36ClF6N3O8PS3Sr as an isolated structure. Source: the OMol25 dataset; level of theory: ωB97M-V/def2-TZVPD.

Output
- largest force on an atom (eV/A) = 1.9
- LUMO level (eV) = 2.05
- total charge = -1
- ΔE to the lowest compared entry with this formula, charge and spin (eV) = 0.592
- gap between HOMO and LUMO (eV) = 7.361
- multiplicity = 1

Geometry as XYZ:
```
104
Properties=species:S:1:pos:R:3:forces:R:3
Sr -1.0107 -0.7132 0.6483 1.187 0.394 -0.433
F -3.2731 -2.1562 4.2132 0.050 -0.075 -0.025
C -2.6385 -3.3172 3.9898 -0.231 0.106 0.003
F -1.9632 -3.6385 5.0916 0.109 0.002 -0.021
F -3.5575 -4.2578 3.7674 0.115 0.066 -0.032
S -1.4926 -3.1616 2.5499 0.229 -0.690 0.701
O -0.7172 -1.9750 2.8775 -0.176 -0.178 -0.105
O -0.8383 -4.4177 2.4504 -0.065 0.071 0.071
N -2.5486 -2.7954 1.4764 0.659 0.629 0.693
S -3.1144 -2.9467 0.0654 -0.719 -1.018 -1.380
O -3.5986 -4.2392 -0.2855 -0.042 0.170 -0.077
O -2.4162 -2.1651 -0.9472 -0.044 0.015 0.569
C -4.5721 -1.8890 0.4026 -0.054 0.385 0.082
F -5.3859 -2.4406 1.2980 -0.038 0.000 -0.057
F -4.1407 -0.7057 0.9005 -0.183 -0.177 -0.160
F -5.2509 -1.6383 -0.7132 -0.059 -0.084 0.010
Cl 2.5957 -0.8006 2.0490 0.021 -0.099 -0.033
C 2.6701 -0.0770 3.6265 0.264 -0.319 -0.130
C 3.6421 -0.5272 4.5054 0.029 0.103 0.224
C 3.7227 0.0350 5.7732 -0.065 -0.036 -0.194
C 2.8326 1.0351 6.1391 -0.024 -0.009 -0.106
C 1.8685 1.4673 5.2384 0.039 0.056 0.156
C 1.7701 0.9209 3.9617 -0.270 0.062 0.007
P 0.4562 1.3448 2.7442 0.130 0.273 -0.085
C -0.6347 2.3666 3.7925 0.017 0.017 0.025
C -0.4470 3.7219 4.0497 -0.003 0.048 -0.067
C -1.3132 4.4036 4.8903 -0.020 0.006 0.013
C -2.3707 3.7357 5.4929 -0.010 0.007 0.023
C -2.5574 2.3824 5.2549 -0.009 0.015 0.000
C -1.6938 1.7068 4.4057 -0.083 -0.133 0.002
C 1.3144 2.6129 1.7290 -0.056 -0.002 0.049
C 2.6980 2.7228 1.6576 0.083 -0.102 0.049
C 3.2918 3.6533 0.8158 0.025 0.022 -0.034
C 2.5077 4.4988 0.0479 -0.042 -0.003 -0.018
C 1.1230 4.4053 0.1229 0.135 0.013 -0.002
C 0.5321 3.4636 0.9471 -0.019 0.136 0.125
H 4.3174 -1.3119 4.1967 0.018 -0.025 -0.015
H 4.4742 -0.3147 6.4682 0.015 -0.007 0.015
H 2.8830 1.4769 7.1253 -0.002 0.009 0.013
H 1.1736 2.2403 5.5382 -0.010 0.001 0.004
H 0.3756 4.2502 3.5850 0.012 -0.002 -0.022
H -1.1620 5.4595 5.0754 0.000 0.012 0.001
H -3.0486 4.2708 6.1457 -0.008 0.005 0.006
H -3.3799 1.8548 5.7199 -0.007 -0.013 0.006
H -1.8378 0.6474 4.2176 -0.037 -0.003 -0.006
H 3.3287 2.0784 2.2577 -0.009 0.013 -0.018
H 4.3714 3.7137 0.7624 0.012 0.002 0.006
H 2.9710 5.2261 -0.6073 0.005 0.003 -0.008
H 0.4993 5.0594 -0.4718 -0.036 0.020 -0.029
H -0.5470 3.3771 0.9793 0.148 0.094 0.077
C -4.0009 3.1025 0.3319 0.093 0.040 -0.212
C -3.7812 3.5232 -0.9775 -0.080 -0.013 0.151
C -2.6487 3.0905 -1.6424 -0.013 -0.048 0.089
C -1.7304 2.2440 -1.0023 0.014 -0.043 -0.161
C -1.9391 1.7415 0.2970 -0.415 -0.117 -0.001
C -3.1065 2.2179 0.9198 -0.056 -0.094 0.007
C -0.4406 1.9434 -1.6930 -0.043 0.252 0.064
C 0.0174 2.8401 -2.7069 -0.035 0.060 0.110
C 1.2389 2.6805 -3.2617 0.090 0.011 -0.130
C 2.0537 1.6035 -2.8518 0.061 0.038 -0.069
C 3.3508 1.3856 -3.3717 -0.114 0.046 -0.007
C 4.0994 0.3334 -2.9353 0.009 -0.161 0.114
C 3.5681 -0.5456 -1.9629 0.082 0.085 -0.105
C 2.3191 -0.3533 -1.4450 -0.047 -0.022 -0.046
C 1.5274 0.7373 -1.8751 0.025 -0.097 0.212
N 0.2949 0.9242 -1.2983 -0.061 -0.090 -0.127
H -4.8760 3.4434 0.8725 -0.040 0.014 0.022
H -4.4870 4.1752 -1.4776 -0.018 0.002 0.011
H -2.5117 3.4053 -2.6693 0.028 -0.012 -0.039
H -3.3544 1.8683 1.9209 0.037 0.025 0.050
H -0.5907 3.6856 -2.9867 -0.024 0.001 0.011
H 1.6080 3.3780 -4.0060 0.012 -0.001 -0.006
H 3.7331 2.0700 -4.1198 0.005 0.020 -0.017
H 5.0920 0.1653 -3.3332 0.008 -0.009 0.005
H 4.1577 -1.3877 -1.6231 0.021 -0.016 -0.007
H 1.8972 -1.0586 -0.7381 0.000 -0.006 0.007
C -1.5916 0.1487 -4.3406 -0.014 -0.049 -0.046
C -0.8881 -1.1599 -4.5661 -0.162 -0.038 0.079
C 0.3967 -1.2027 -5.0916 0.104 0.077 -0.068
C 1.0462 -2.4084 -5.2939 0.050 -0.055 0.054
C 0.4028 -3.5924 -4.9629 -0.140 0.147 0.009
C -0.8865 -3.5755 -4.4393 0.102 0.089 -0.083
C -1.5187 -2.3597 -4.2400 0.021 0.000 -0.021
S 1.2848 -5.1113 -5.0899 -0.032 -0.197 -0.143
O 2.3207 -4.9519 -6.0742 -0.021 -0.044 -0.137
O 0.3026 -6.1542 -5.1927 0.175 0.132 -0.005
N 2.0734 -5.2938 -3.6763 0.051 -0.065 0.107
C 1.2918 -5.1544 -2.4377 -0.028 -0.065 -0.131
C 1.4618 -3.7916 -1.8026 -0.062 -0.126 -0.066
C 0.4716 -3.5766 -0.6595 0.138 0.349 0.059
O -0.4621 -4.3618 -0.5203 -0.127 -0.016 0.024
O 0.6902 -2.5194 0.0283 -0.504 0.364 0.256
H -1.0793 0.9673 -4.8455 0.010 0.001 0.003
H -1.6297 0.3857 -3.2781 -0.059 -0.032 0.027
H -2.6193 0.1048 -4.7023 -0.017 0.005 -0.003
H 0.8991 -0.2759 -5.3441 0.010 0.011 -0.003
H 2.0479 -2.4405 -5.7018 0.002 0.001 -0.009
H -1.3870 -4.5008 -4.1968 0.006 -0.067 0.032
H -2.5139 -2.3413 -3.8141 -0.006 -0.001 0.019
H 2.9520 -4.7915 -3.6938 -0.029 0.001 -0.019
H 1.5507 -5.9578 -1.7476 0.057 0.043 -0.023
H 0.2458 -5.3037 -2.6955 -0.029 -0.074 0.133
H 1.2494 -3.0103 -2.5419 0.044 -0.015 0.056
H 2.4898 -3.6275 -1.4648 -0.055 -0.023 0.095
```
Forces are in eV/Å.

---

# 3
One molecule with the formula C8H14N2O6. Source: the OMol25 dataset; level of theory: ωB97M-V/def2-TZVPD.

Output
- largest force on an atom (eV/A) = 1.9
- LUMO level (eV) = 0.36
- SMILES = N[C@@H](CO)C(=O)N[C@@H](CCC(=O)O)C(=O)O
- total charge = 0
- ΔE to the lowest compared entry with this formula, charge and spin (eV) = 0.529
- gap between HOMO and LUMO (eV) = 10.155
- multiplicity = 1

Geometry as XYZ:
```
30
Properties=species:S:1:pos:R:3:forces:R:3
N 0.7357 2.1665 2.4062 1.287 -1.306 -0.394
C -0.4748 1.3626 2.4976 -0.374 0.396 0.928
C -1.6642 2.2738 2.1694 0.948 0.205 0.005
O -1.4923 2.7769 0.8526 1.014 0.989 0.097
C -0.5566 0.2459 1.4749 0.081 -0.372 0.142
O -1.3648 -0.6610 1.6449 0.610 0.487 -0.466
N 0.2313 0.4177 0.3835 0.380 -0.030 -0.841
C 0.0490 -0.4405 -0.8221 0.007 1.401 -0.325
C 0.4898 -1.8462 -0.5838 0.670 -0.949 -0.030
C 0.8052 -2.6268 -1.8521 -0.175 0.297 0.050
C 1.9063 -2.0818 -2.7098 1.439 -0.054 0.701
O 2.5599 -1.0890 -2.4759 -0.389 0.123 -0.116
O 2.2396 -2.8888 -3.7346 0.398 0.294 -0.622
C -1.4113 -0.3463 -1.3362 0.272 0.137 -0.161
O -1.8812 -1.2290 -2.0114 0.032 0.665 0.391
O -2.0564 0.8166 -1.1087 -0.043 -0.772 -0.213
H 1.5177 1.5972 2.7625 -0.319 0.417 -0.483
H 0.7387 2.9692 2.9940 -0.429 0.691 0.572
H -0.5841 0.9114 3.4999 -0.277 0.054 -0.405
H -1.7334 3.0997 2.8776 -0.037 0.026 0.177
H -2.5575 1.7106 2.1702 -1.028 -0.570 0.106
H -0.6300 3.2681 0.8966 -1.060 -0.611 -0.420
H 0.8306 1.2624 0.3578 -0.688 -0.982 0.033
H 0.7130 -0.0767 -1.6767 -0.901 0.112 1.328
H 1.4280 -1.8099 -0.0790 0.803 0.363 0.710
H -0.1605 -2.4041 0.0887 -0.323 0.060 -0.315
H 1.0144 -3.6554 -1.6035 0.184 -0.379 -0.091
H -0.0479 -2.6149 -2.4728 -1.223 -0.341 -0.797
H 3.0126 -2.4745 -4.2036 -0.969 -0.373 0.654
H -1.6567 1.3663 -0.4062 0.109 0.022 -0.213
```
Forces are in eV/Å.

---

# 4
CH7N4O as an isolated structure. Source: the OMol25 dataset; level of theory: ωB97M-V/def2-TZVPD.

Output
- largest force on an atom (eV/A) = 6.4
- LUMO level (eV) = -3.93
- total charge = +1
- ΔE to the lowest compared entry with this formula, charge and spin (eV) = 3.512
- gap between HOMO and LUMO (eV) = 9.182
- multiplicity = 1

Geometry as XYZ:
```
13
Properties=species:S:1:pos:R:3:forces:R:3
C -1.2056 0.0711 -0.0591 3.828 -4.952 -1.549
N 0.3138 -1.0376 -0.4357 -3.906 2.026 1.205
N -2.0975 -0.7935 0.3331 -1.124 -1.297 2.197
N 2.1164 0.3778 0.5515 2.139 -1.768 -1.801
N 1.4910 -0.3202 -0.5886 0.747 1.383 -0.355
O -1.3368 1.2256 -0.5326 -2.579 2.463 0.436
H -1.6383 -1.7223 0.5742 -0.785 1.517 -0.423
H -3.0909 -0.6814 0.7699 2.375 0.247 -1.431
H 1.3949 0.8941 0.8991 -2.269 1.852 1.541
H 2.4243 -0.3076 1.2376 -0.303 -0.081 -0.108
H 2.1519 -1.0731 -0.8315 -0.098 0.342 -0.285
H 1.5236 0.4136 -1.3687 -0.104 -1.155 0.980
H -2.2983 1.5940 -0.4182 2.079 -0.577 -0.407
```
Forces are in eV/Å.